The following is a DFT calculation (the ωB97M-V functional and the def2-TZVPD basis) of a structure of composition FHO2PSr at a distorted geometry.

## Properties
- F_max (eV/A) = 2.773
- multiplicity = 1
- net charge = +1
- E_LUMO (eV) = -5.310

Cartesian coordinates (Å):
P  -1.883  0.764  0.198
O  -2.257  1.494  -1.042
O  -0.268  0.338  -0.168
F  3.064  -2.153  1.327
Sr  1.422  -1.098  0.788
H  -0.077  0.656  -1.103